C26H22BrFeN5O13S as an isolated structure in a non-equilibrium geometry, computed with wB97M-V/def2-TZVPD.

As for the expectation value of S²: 6.01. The value obtained for the largest force on an atom is 0.03425 Eh/bohr. Its multiplicity is 5. For the HOMO-LUMO gap (spin up / spin down), the calculation gives 5.82 / 5.89 eV. Its charge is -2. Its HOMO energy (spin up / spin down) is -2.2403 / -2.3035 eV.

The geometry in XYZ format:
```
69
Properties=species:S:1:pos:R:3:lowdin_charge:R:1
Fe 0.38 -0.09 1.33 0.8695
O -3.41 1.72 0.02 0.0820
C -2.44 0.75 0.10 -0.4216
O -1.51 0.78 -0.65 0.0754
C -2.65 -0.27 1.19 -0.2320
C -3.91 -0.54 1.64 -0.0581
C -4.00 -1.47 2.73 -0.0923
C -2.89 -2.03 3.25 -0.0182
C -1.54 -1.73 2.70 -0.3138
N -1.51 -0.80 1.64 0.0570
C -0.53 -1.31 3.81 -0.6007
O -0.61 -1.91 4.90 -0.0028
O 0.29 -0.39 3.49 -0.0518
H -3.00 2.46 -0.45 0.0768
H -4.77 -0.04 1.22 0.0884
H -4.97 -1.70 3.16 0.0891
H -2.91 -2.70 4.09 0.1039
O 4.22 1.44 0.97 0.0085
C 2.99 1.49 1.03 -0.5930
O 2.20 0.48 0.99 -0.1151
C 2.31 2.86 1.09 -0.0266
C 3.12 3.97 1.10 0.0495
C 2.59 5.27 1.06 -0.1614
C 1.23 5.47 0.92 0.0479
C 0.42 4.38 0.85 -0.0693
C 0.86 3.03 1.09 -0.3149
O 0.02 2.15 1.31 -0.0024
N -1.00 4.61 0.51 -0.3176
O -1.51 3.88 -0.32 0.0494
O -1.57 5.59 1.00 0.0536
N 3.47 6.43 1.07 -0.3786
O 4.68 6.24 1.11 0.0309
O 2.96 7.55 1.02 0.0088
H 4.18 3.81 1.13 0.1216
H 0.82 6.47 0.83 0.1241
C 0.95 2.75 -3.84 -0.0856
C 0.14 1.94 -2.84 -0.2419
N 0.77 0.66 -2.51 0.0131
C 0.16 -0.54 -2.49 -0.8857
S 0.73 -1.75 -1.49 0.6885
N -0.92 -0.70 -3.34 -0.0220
C -0.75 -0.43 -4.77 -0.2611
C -2.09 -0.51 -5.47 -0.0963
H 0.52 3.75 -3.96 0.0710
H 0.98 2.27 -4.82 0.0550
H 1.98 2.87 -3.49 0.0746
H -0.86 1.73 -3.21 0.1056
H 0.02 2.50 -1.91 0.0984
H 1.49 0.72 -1.80 0.1123
H -1.33 -1.61 -3.16 0.1022
H -0.05 -1.15 -5.21 0.1169
H -0.33 0.56 -4.90 0.0812
H -2.50 -1.53 -5.42 0.0690
H -2.00 -0.25 -6.53 0.0664
H -2.81 0.16 -5.00 0.0751
Br -0.31 -8.37 3.40 0.6821
C 0.57 -6.97 2.44 -0.6745
C 1.72 -7.27 1.73 -0.1507
C 2.35 -6.25 1.04 -0.0724
C 1.85 -4.96 1.07 -0.0052
C 0.70 -4.69 1.79 -0.0933
C 0.04 -5.69 2.48 -0.0520
C 0.20 -3.25 1.82 -0.4535
O -1.02 -3.14 2.24 0.0789
O 0.95 -2.36 1.46 0.0054
H 2.11 -8.28 1.73 0.0904
H 3.25 -6.47 0.47 0.1007
H 2.33 -4.14 0.54 0.1221
H -0.86 -5.45 3.03 0.1191
```

C26H22Cl2N5O2RuSSi as an isolated structure in a non-equilibrium geometry, computed with wB97M-V/def2-TZVPD.

As for the expectation value of S²: 0.76. The value obtained for the largest force on an atom is 0.01953 Eh/bohr. Its multiplicity is 2. For the HOMO-LUMO gap (spin up / spin down), the calculation gives 6.85 / 6.36 eV. Its HOMO energy (spin up / spin down) is -7.2567 / -7.5815 eV.

The geometry in XYZ format:
```
60
Properties=species:S:1:pos:R:3:lowdin_charge:R:1
Ru 0.71 1.13 0.01 1.1685
Cl -1.79 5.95 -4.16 0.6685
C -1.52 4.94 -2.78 -0.6831
C -0.41 4.11 -2.77 -0.0311
C -0.18 3.28 -1.68 -0.1963
N 0.91 2.43 -1.52 -0.0321
C 2.12 2.65 -2.06 -0.4555
O 2.45 3.38 -2.99 0.0672
C 3.18 1.97 -1.22 -0.1656
C 4.51 1.99 -1.57 0.0182
C 5.44 1.40 -0.73 -0.0341
C 5.00 0.81 0.45 -0.0423
C 3.66 0.83 0.74 -0.1306
N 2.76 1.39 -0.07 -0.0855
C -1.06 3.32 -0.57 -0.2059
C -2.17 4.16 -0.59 -0.0398
C -2.39 4.96 -1.70 -0.6858
Cl -3.78 6.00 -1.69 0.6655
N -0.70 2.46 0.48 -0.0563
C -1.41 2.26 1.61 -0.4681
O -2.40 2.87 2.00 0.0594
C -0.91 1.08 2.41 -0.1659
C -1.56 0.73 3.58 0.0149
C -1.10 -0.36 4.30 -0.0401
C 0.01 -1.05 3.84 -0.0433
C 0.60 -0.65 2.65 -0.1317
N 0.15 0.39 1.95 -0.0110
H 0.27 4.10 -3.61 0.1056
H 4.78 2.48 -2.50 0.1254
H 6.49 1.40 -0.99 0.1138
H 5.69 0.35 1.14 0.1098
H 3.26 0.38 1.64 0.1033
H -2.84 4.20 0.26 0.0981
H -2.41 1.32 3.89 0.1228
H -1.59 -0.66 5.22 0.1124
H 0.41 -1.90 4.37 0.1085
H 1.44 -1.19 2.22 0.0833
C 1.18 -4.36 0.03 -0.2071
Si -0.63 -4.18 -0.39 0.5200
C -0.98 -4.96 -2.06 -0.1714
C -1.64 -5.04 0.95 -0.1765
C -1.24 -2.38 -0.46 -0.2353
C -2.61 -2.15 -0.39 -0.0745
C -3.14 -0.87 -0.42 -0.0429
C -2.28 0.20 -0.52 -0.1011
N -0.96 0.02 -0.64 -0.0890
C -0.45 -1.24 -0.61 -0.7069
S 1.28 -1.11 -0.66 0.6719
H 1.40 -5.43 0.11 0.0339
H 1.43 -3.90 0.99 0.0201
H 1.84 -3.93 -0.73 0.0044
H -0.70 -6.02 -2.06 0.0316
H -0.42 -4.46 -2.85 0.0352
H -2.04 -4.90 -2.31 0.0310
H -1.37 -6.10 0.99 0.0332
H -2.71 -4.99 0.78 0.0237
H -1.43 -4.60 1.92 0.0318
H -3.29 -2.99 -0.28 0.1016
H -4.21 -0.70 -0.37 0.1087
H -2.63 1.22 -0.55 0.1165
```

C26H22Cl5CrFN10 as an isolated structure in a non-equilibrium geometry, computed with wB97M-V/def2-TZVPD.

As for the expectation value of S²: 0.77. The value obtained for the largest force on an atom is 0.02596 Eh/bohr. Its multiplicity is 2. For the HOMO-LUMO gap (spin up / spin down), the calculation gives 7.10 / 7.75 eV. Its charge is -1. Its HOMO energy (spin up / spin down) is -5.5303 / -5.6298 eV.

The geometry in XYZ format:
```
65
Properties=species:S:1:pos:R:3:lowdin_charge:R:1
Cr 1.14 0.14 -0.52 0.6959
C -0.86 3.02 1.31 -0.0561
C -2.21 2.32 1.44 -0.3547
C -2.43 1.86 2.89 -0.0548
C -2.52 1.19 0.46 -0.1207
C -3.77 1.26 -0.16 -0.0437
C -4.26 0.25 -0.96 -0.0761
C -3.49 -0.87 -1.19 -0.0475
C -2.21 -0.98 -0.66 -0.1544
C -1.38 -2.21 -1.03 -0.3661
C -1.34 -2.45 -2.54 -0.0703
C -1.88 -3.48 -0.34 -0.0537
C -1.72 0.06 0.18 -0.1997
N -0.39 -0.07 0.72 -0.0542
C -0.32 -0.71 1.97 -0.2418
C -1.38 -1.41 2.56 -0.0405
C -1.25 -2.02 3.81 -0.0972
C -0.07 -1.94 4.52 -0.1046
C 0.98 -1.20 3.99 -0.0161
C 0.82 -0.61 2.76 -0.2899
F 1.81 0.16 2.30 0.0282
H -0.83 3.89 1.98 0.0801
H -0.72 3.39 0.29 0.0707
H -0.03 2.37 1.57 0.0608
H -2.97 3.08 1.24 0.1166
H -1.67 1.14 3.20 0.0638
H -3.41 1.39 3.01 0.0820
H -2.37 2.72 3.57 0.0765
H -4.38 2.15 0.01 0.1071
H -5.24 0.34 -1.42 0.0987
H -3.87 -1.67 -1.82 0.1083
H -0.36 -2.03 -0.70 0.0791
H -2.32 -2.79 -2.91 0.0726
H -0.61 -3.22 -2.78 0.0783
H -1.09 -1.53 -3.07 0.0555
H -2.96 -3.60 -0.51 0.0796
H -1.71 -3.45 0.74 0.0606
H -1.37 -4.36 -0.74 0.0779
H -2.32 -1.46 2.04 0.1158
H -2.10 -2.56 4.22 0.0989
H 0.04 -2.44 5.48 0.0950
H 1.92 -1.07 4.52 0.1194
N 1.45 3.37 -1.60 0.1563
C 2.40 2.85 -0.75 -0.4658
N 3.49 3.48 -0.40 0.0417
N 4.14 2.61 0.43 -0.0628
N 3.47 1.52 0.57 -0.0328
N 2.32 1.64 -0.18 -0.0848
C 0.50 2.57 -2.18 -0.5209
N -0.30 2.96 -3.14 0.0436
N -1.05 1.86 -3.43 -0.0530
N -0.73 0.88 -2.66 -0.0188
N 0.26 1.30 -1.83 -0.0783
H 1.70 4.21 -2.09 0.1458
Cl 2.35 -2.09 0.35 0.8035
C 3.35 -1.49 -0.95 -0.6701
C 2.71 -0.55 -1.73 -0.2481
C 3.46 -0.08 -2.80 -0.6684
Cl 2.76 1.05 -3.92 0.7199
C 4.77 -0.51 -3.04 -0.6947
Cl 5.66 0.08 -4.39 0.6635
C 5.38 -1.42 -2.17 -0.6999
Cl 7.01 -1.92 -2.42 0.6678
C 4.65 -1.93 -1.10 -0.7025
Cl 5.35 -3.05 0.01 0.6795
```

C26H22ClIN7O2Sn as an isolated structure in a non-equilibrium geometry, computed with wB97M-V/def2-TZVPD.

The value obtained for the largest force on an atom is 0.02012 Eh/bohr. For the HOMO-LUMO gap, the calculation gives 7.37 eV. Its charge is +1. Its HOMO energy is -10.1063 eV.

The geometry in XYZ format:
```
60
Properties=species:S:1:pos:R:3:lowdin_charge:R:1
Sn 0.06 -0.04 -0.59 1.5133
N -2.22 -2.51 3.18 0.1272
C -1.86 -1.97 2.02 -0.1354
N -0.68 -1.46 1.77 0.0771
C 0.29 -1.46 2.79 -0.2851
N 1.51 -1.07 2.64 0.0630
N 1.91 -0.73 1.34 -0.0698
C 3.16 -0.75 1.20 -0.0837
C 3.81 -0.48 -0.12 -0.2700
C 5.18 -0.27 -0.15 -0.0184
C 5.81 -0.09 -1.38 -0.0477
C 5.04 -0.13 -2.53 -0.0480
C 3.67 -0.33 -2.40 -0.1300
N 3.06 -0.50 -1.23 0.0464
C -0.11 -1.92 4.13 -0.0898
C 0.73 -1.83 5.23 -0.0087
C 0.32 -2.29 6.47 -0.0582
C -0.95 -2.87 6.61 -0.0587
C -1.80 -2.96 5.53 -0.0111
C -1.38 -2.47 4.29 -0.1756
H -3.15 -2.88 3.28 0.1620
H -2.61 -1.95 1.24 0.0918
H 3.81 -1.01 2.04 0.1272
H 5.75 -0.24 0.77 0.1177
H 6.88 0.07 -1.43 0.1164
H 5.49 -0.02 -3.51 0.1108
H 3.04 -0.36 -3.28 0.1111
H 1.72 -1.41 5.09 0.1132
H 0.97 -2.20 7.33 0.1111
H -1.26 -3.24 7.57 0.1137
H -2.78 -3.41 5.63 0.1197
Cl -4.98 1.10 -5.85 0.7149
C -4.05 0.56 -4.48 -0.6100
C -4.57 -0.39 -3.65 -0.1685
C -3.83 -0.84 -2.54 -0.6364
I -4.70 -2.27 -1.30 0.9361
C -2.57 -0.37 -2.23 -0.4439
O -1.87 -0.80 -1.19 -0.3882
C -2.05 0.64 -3.12 -0.1696
N -0.82 1.14 -2.80 0.0150
C -0.29 2.08 -3.55 -0.1272
C -0.94 2.60 -4.68 -0.0358
C -2.17 2.12 -5.02 -0.0064
C -2.77 1.11 -4.23 -0.1664
H -5.55 -0.80 -3.86 0.0968
H 0.68 2.45 -3.25 0.1167
H -0.46 3.38 -5.27 0.1123
H -2.70 2.50 -5.88 0.0974
C -2.70 4.71 1.77 -0.0232
N -2.16 3.65 0.90 -0.1582
C -2.86 3.22 -0.31 -0.0083
C -1.04 3.02 1.24 -0.2998
O -0.56 2.10 0.56 -0.1837
H -3.55 5.16 1.27 0.0874
H -1.96 5.49 1.93 0.0932
H -3.03 4.32 2.73 0.0935
H -3.73 3.85 -0.46 0.0913
H -3.18 2.18 -0.22 0.0967
H -2.20 3.30 -1.17 0.0876
H -0.56 3.38 2.16 0.1551
```